Entry 1:
ORCA calculation (ωB97M-V with the def2-TZVPD basis set) on the molecule C14H27N2O at a distorted geometry.

XYZ file:
```
44
Properties=species:S:1:pos:R:3:lowdin_spin:R:1
C -0.155 -2.440 2.810 -0.0019
C 0.213 -2.372 1.339 0.0040
C 0.126 -0.967 0.474 -0.0002
N -1.257 -0.649 -0.046 0.0076
C -1.688 -1.550 -1.181 0.0004
C -3.228 -1.116 -1.667 0.0000
C -4.363 -1.341 -0.504 0.0000
C 0.501 0.257 1.547 0.0163
C 0.695 1.718 0.835 0.0220
C 1.786 2.563 1.741 0.0036
C -0.759 2.520 1.039 -0.0026
N 0.986 1.693 -0.644 0.3201
O -0.107 1.847 -1.408 0.5905
C 1.859 0.539 -1.071 0.0206
C 1.858 0.563 -2.744 -0.0015
C 3.449 0.812 -0.652 0.0019
C 1.319 -0.950 -0.650 0.0153
H 0.609 -2.705 3.659 -0.0001
H -1.270 -2.184 3.079 0.0000
H 0.594 -3.389 0.873 0.0000
H -1.903 -0.840 0.768 0.0001
H -1.029 -1.441 -2.165 0.0003
H -1.650 -2.695 -0.868 0.0000
H -3.505 -1.719 -2.656 0.0000
H -3.284 0.030 -1.988 0.0000
H -5.362 -0.822 -0.896 0.0000
H -4.638 -2.488 -0.394 0.0000
H -4.090 -0.873 0.537 0.0000
H 1.570 -0.047 1.981 0.0002
H -0.255 0.331 2.440 0.0015
H 2.751 1.914 1.992 0.0000
H 2.104 3.572 1.222 0.0005
H 1.254 2.771 2.779 -0.0002
H -1.680 1.895 0.674 0.0002
H -0.920 2.679 2.212 -0.0003
H -0.676 3.578 0.513 -0.0005
H 2.755 -0.032 -3.204 -0.0004
H 1.852 1.675 -3.124 -0.0005
H 0.848 0.078 -3.154 -0.0003
H 3.629 0.510 0.468 0.0000
H 4.135 0.190 -1.396 -0.0003
H 3.600 1.983 -0.792 0.0014
H 1.077 -1.591 -1.624 0.0014
H 2.249 -1.508 -0.151 0.0007
```

Calculated values
⟨S²⟩: 0.75
DFT total energy (hartree): -733.9791
Net charge: 0
HOMO (alpha / beta) (eV): -7.945 / -8.012
2S+1: 2

Entry 2:
ORCA calculation (ωB97M-V with the def2-TZVPD basis set) on the molecule C4H6N2O2 at a distorted geometry.

XYZ file:
```
14
Properties=species:S:1:pos:R:3:lowdin_charge:R:1
C 1.358 0.318 1.137 -0.0819
N 0.140 0.487 1.576 0.0071
O -0.864 -0.410 1.416 -0.1743
C -1.811 -0.020 0.320 -0.0952
C -1.148 -0.048 -1.269 -0.1329
O 0.158 0.633 -1.618 -0.1975
N 1.235 -0.385 -1.384 0.0918
C 1.561 -0.507 -0.029 -0.0739
H 2.058 0.912 1.539 0.0786
H -2.133 0.953 0.758 0.1055
H -2.725 -0.629 0.342 0.1041
H -1.964 0.308 -1.965 0.0969
H -1.342 -1.306 -1.541 0.1711
H 2.375 -1.191 0.182 0.1007
```

Calculated values
DFT total energy (hartree): -415.7251
Energy relative to the best compared isomer or geometry (same formula, charge and spin) (kJ/mol): 828.4
Net charge: 0
HOMO (eV): -9.129
2S+1: 1
SMILES string: C1=N\OCCO\N=C/1

Entry 3:
ORCA calculation (ωB97M-V with the def2-TZVPD basis set) on a cluster of 2 separate species, C25H47N2O5 in total at a distorted geometry.

XYZ file:
```
79
Properties=species:S:1:pos:R:3:lowdin_charge:R:1
C 4.115 -1.392 -0.798 -0.0940
C 2.825 -2.206 -0.686 -0.2551
C 2.337 -2.249 0.764 -0.2157
C 0.905 -2.765 0.920 -0.1643
C -0.188 -1.733 0.555 -0.0940
C -0.616 -0.878 1.699 -0.0806
C -1.234 -1.465 2.850 -0.0636
C -1.610 -2.928 2.971 -0.1478
O -2.981 -3.040 3.298 -0.1161
C -3.859 -2.737 2.220 -0.2013
C -4.670 -1.456 2.443 -0.1993
C -5.059 -0.784 1.116 -0.0887
C -1.530 -0.627 3.893 0.1283
C -1.260 0.748 3.805 -0.2979
O -1.563 1.523 4.830 0.0181
C -0.782 2.735 5.023 -0.1460
C -1.532 3.976 4.547 -0.2028
C -1.131 4.496 3.152 -0.0996
N -0.758 1.274 2.710 0.2314
N -0.462 0.445 1.713 -0.0140
C 0.078 1.168 0.541 -0.0932
C 1.604 1.218 0.521 -0.1659
C 2.078 2.550 -0.076 -0.1772
C 1.541 2.828 -1.478 -0.1460
C 1.792 1.713 -2.505 -0.1760
O 2.751 2.105 -3.486 -0.0183
C 2.180 2.781 -4.538 -0.5408
C 1.308 1.983 -5.448 0.0191
O 2.434 3.919 -4.712 0.1596
H 4.812 -1.726 -0.032 0.0810
H 4.590 -1.528 -1.764 0.0773
H 3.924 -0.335 -0.623 0.0543
H 2.057 -1.835 -1.364 0.0973
H 3.071 -3.230 -0.960 0.1131
H 2.476 -1.305 1.289 0.1009
H 2.963 -2.969 1.290 0.1201
H 0.767 -3.627 0.272 0.1269
H 0.808 -3.113 1.945 0.1058
H 0.168 -1.175 -0.303 0.1025
H -1.066 -2.279 0.214 0.1256
H -1.055 -3.411 3.770 0.1478
H -1.426 -3.461 2.044 0.1159
H -4.561 -3.565 2.139 0.1327
H -3.336 -2.688 1.263 0.1057
H -5.569 -1.723 2.987 0.1109
H -4.096 -0.759 3.047 0.0893
H -6.098 -0.958 0.855 0.0741
H -4.459 -1.160 0.288 0.0623
H -4.916 0.293 1.149 0.0682
H -1.983 -1.013 4.797 0.1578
H -0.645 2.800 6.097 0.1263
H 0.204 2.634 4.578 0.1192
H -2.582 3.696 4.517 0.1135
H -1.435 4.755 5.297 0.1095
H -1.174 5.581 3.154 0.0715
H -1.835 4.146 2.406 0.0640
H -0.114 4.207 2.903 0.0572
H -0.292 2.184 0.610 0.1239
H -0.354 0.759 -0.364 0.1303
H 1.946 1.190 1.554 0.1245
H 2.023 0.402 -0.054 0.0609
H 1.718 3.350 0.573 0.1117
H 3.164 2.605 -0.051 0.1244
H 2.021 3.721 -1.874 0.1254
H 0.479 3.064 -1.460 0.1116
H 0.846 1.446 -2.978 0.1182
H 2.180 0.798 -2.064 0.1074
H 1.876 1.792 -6.355 0.1036
H 1.015 1.027 -5.032 0.0463
H 0.441 2.574 -5.725 0.0976
C 0.673 -3.386 -6.134 -0.0893
C 0.453 -1.886 -6.122 -0.3124
O 1.136 -1.257 -5.033 -0.1106
H 0.334 -3.828 -5.196 0.0735
H 0.133 -3.854 -6.957 0.0784
H 1.735 -3.619 -6.243 0.0750
H -0.604 -1.654 -5.996 0.1126
H 0.790 -1.443 -7.064 0.1126
H 2.076 -1.440 -5.135 0.0857
```

Calculated values
DFT total energy (hartree): -1466.2091
Energy relative to the best compared isomer or geometry (same formula, charge and spin) (kJ/mol): 0.0
Net charge: +1
HOMO (eV): -12.105
2S+1: 1

Entry 4:
ORCA calculation (ωB97M-V with the def2-TZVPD basis set) on a cluster of 8 separate species, C35H91N5O11 in total at a distorted geometry.

XYZ file:
```
142
Properties=species:S:1:pos:R:3:lowdin_charge:R:1
C 9.279 4.397 3.653 -0.1024
O 8.259 4.069 2.717 -0.1903
C 6.973 4.479 3.132 -0.2227
C 5.928 3.777 2.270 -0.4281
C 5.996 4.100 0.784 -0.0663
N 4.591 4.016 2.815 0.0510
H 8.925 4.263 4.679 0.0822
H 9.664 5.412 3.526 0.0846
H 10.055 3.653 3.465 0.0867
H 6.750 4.201 4.167 0.1177
H 6.863 5.568 3.016 0.1298
H 6.127 2.705 2.382 0.1420
H 5.082 3.771 0.292 0.0422
H 6.896 3.670 0.340 0.0797
H 6.046 5.179 0.587 0.0820
H 3.946 3.284 2.554 0.0558
H 4.196 4.881 2.472 0.0434
C -0.741 -3.948 -5.470 -0.1128
O 0.128 -3.146 -4.710 -0.1920
C -0.131 -1.762 -4.844 -0.2231
C 0.979 -0.879 -4.352 -0.4367
C 0.706 0.599 -4.460 -0.0618
N 2.246 -1.135 -5.115 0.0512
H -1.041 -3.504 -6.420 0.0850
H -1.617 -4.203 -4.857 0.0884
H -0.273 -4.916 -5.662 0.0867
H -0.498 -1.530 -5.847 0.1268
H -0.939 -1.545 -4.111 0.1289
H 1.245 -1.209 -3.336 0.1175
H 0.496 0.830 -5.510 0.0841
H 1.623 1.148 -4.252 0.0687
H -0.156 0.966 -3.899 0.0665
H 2.393 -2.112 -5.341 0.0646
H 2.989 -0.890 -4.459 0.0299
C -2.675 -3.483 2.528 -0.1018
O -3.635 -4.461 2.184 -0.1887
C -4.597 -4.635 3.180 -0.2517
C -5.348 -5.927 2.901 -0.2210
N -6.615 -6.056 3.592 -0.0700
C -7.495 -7.059 2.988 -0.2164
C -8.686 -7.271 3.897 -0.2470
O -8.237 -7.690 5.169 -0.2080
C -9.304 -7.880 6.099 -0.0905
H -3.115 -2.481 2.491 0.0901
H -1.839 -3.548 1.832 0.0741
H -2.266 -3.646 3.530 0.0897
H -5.330 -3.814 3.207 0.1259
H -4.216 -4.675 4.212 0.1229
H -4.677 -6.787 3.046 0.1245
H -5.612 -5.945 1.838 0.1172
H -6.538 -6.287 4.575 0.1057
H -6.965 -8.021 2.892 0.1220
H -7.789 -6.693 2.005 0.1208
H -9.367 -7.999 3.446 0.1240
H -9.165 -6.288 3.997 0.1244
H -10.008 -7.047 6.055 0.0867
H -8.790 -7.801 7.060 0.0878
H -9.744 -8.869 5.975 0.0868
C 0.005 -3.203 -0.954 -0.1003
O 0.243 -2.455 0.216 -0.1930
C -0.480 -1.230 0.294 -0.2262
C 0.160 -0.345 1.342 -0.1987
N 1.469 0.179 0.976 -0.0439
C 1.502 1.648 0.766 -0.1706
C 0.554 2.198 -0.324 -0.2161
O -0.441 3.021 0.236 -0.1983
C -1.117 3.781 -0.738 -0.0968
H 0.813 -3.939 -0.985 0.0915
H 0.029 -2.606 -1.868 0.0665
H -0.915 -3.799 -0.911 0.0743
H -1.548 -1.431 0.452 0.1176
H -0.434 -0.774 -0.708 0.1058
H 0.220 -0.922 2.267 0.1191
H -0.600 0.440 1.462 0.1232
H 1.699 -0.188 0.054 0.0717
H 2.533 1.899 0.533 0.0877
H 1.187 2.067 1.721 0.1028
H 0.049 1.349 -0.805 0.1064
H 1.182 2.677 -1.085 0.1133
H -1.566 3.153 -1.516 0.0798
H -0.498 4.574 -1.169 0.0806
H -1.940 4.299 -0.242 0.0928
C 2.532 5.378 -2.032 -0.0973
O 1.827 5.518 -0.807 -0.2154
C 2.650 6.040 0.235 -0.2034
C 1.807 6.027 1.491 -0.1971
N 1.601 4.648 1.989 -0.0360
C 0.766 4.688 3.189 -0.1973
C 1.221 5.572 4.340 -0.2532
O 0.779 6.897 4.183 -0.1945
C 1.356 7.713 5.188 -0.1076
H 2.505 6.362 -2.518 0.0909
H 1.958 4.693 -2.656 0.0799
H 3.563 5.027 -1.956 0.0805
H 2.876 7.091 0.013 0.1301
H 3.543 5.425 0.331 0.0885
H 0.874 6.555 1.239 0.1313
H 2.212 6.611 2.317 0.1093
H 1.102 4.241 1.203 0.0642
H 0.576 3.679 3.563 0.1120
H -0.251 5.019 2.913 0.1263
H 2.298 5.470 4.527 0.1221
H 0.756 5.100 5.218 0.1228
H 1.049 8.753 5.120 0.0855
H 2.450 7.680 5.141 0.0873
H 1.034 7.330 6.164 0.0883
C -0.666 -6.788 -2.067 -0.0533
C -1.984 -7.318 -1.508 -0.4713
C -2.585 -6.450 -0.437 -0.0705
O -2.946 -7.387 -2.591 -0.0693
H -0.790 -5.905 -2.688 0.0684
H -0.120 -7.551 -2.620 0.0749
H -0.062 -6.502 -1.198 0.0741
H -1.907 -8.352 -1.157 0.1347
H -3.513 -6.861 -0.033 0.0758
H -2.812 -5.448 -0.807 0.0808
H -1.972 -6.314 0.458 0.0814
H -2.906 -8.245 -3.016 0.0780
C -3.067 3.577 -4.949 -0.0584
C -3.625 2.188 -5.115 -0.4796
C -4.069 1.541 -3.797 -0.0602
O -4.835 2.290 -5.909 -0.0716
H -2.199 3.426 -4.294 0.0716
H -3.756 4.282 -4.491 0.0856
H -2.664 3.997 -5.869 0.0799
H -2.918 1.530 -5.626 0.1295
H -3.249 1.012 -3.298 0.0658
H -4.783 0.729 -3.957 0.0739
H -4.582 2.283 -3.187 0.0811
H -4.974 1.470 -6.389 0.0809
C 4.071 -0.823 -1.265 -0.0458
C 4.044 0.353 -2.227 -0.4876
C 4.755 1.586 -1.686 -0.0512
O 4.596 -0.068 -3.476 -0.0601
H 3.383 -1.612 -1.569 0.0816
H 3.816 -0.528 -0.244 0.0735
H 5.088 -1.224 -1.210 0.0901
H 3.011 0.693 -2.379 0.1154
H 5.742 1.269 -1.317 0.0889
H 4.308 1.816 -0.714 0.0494
H 4.869 2.441 -2.342 0.0817
H 5.141 -0.848 -3.345 0.0891
```

Calculated values
DFT total energy (hartree): -2489.3069
Energy relative to the best compared isomer or geometry (same formula, charge and spin) (kJ/mol): 0.0
Net charge: 0
HOMO (eV): -8.728
2S+1: 1
SMILES string: COC[C@H](C)N.COC[C@H](C)N.COCCNCCOC.COCCNCCOC.COCCNCCOC.CC(C)O.CC(C)O.CC(C)O

Entry 5:
ORCA calculation (ωB97M-V with the def2-TZVPD basis set) on a cluster of 3 separate species, C15H47N7O7P4 in total at a distorted geometry.

XYZ file:
```
80
Properties=species:S:1:pos:R:3:lowdin_charge:R:1
C -1.956 -0.876 4.025 -0.1212
N -0.940 -0.227 3.231 -0.3390
C -0.672 1.144 3.629 -0.1376
P 0.401 -0.995 2.464 0.6435
O 1.421 -0.900 3.549 -0.2925
N 0.319 -2.695 2.249 -0.3124
C -0.888 -3.478 2.392 -0.1373
C 1.487 -3.456 2.680 -0.1375
N -0.168 -0.643 0.937 -0.3068
C -1.464 -0.088 0.578 -0.0981
C 0.553 -1.215 -0.200 -0.1121
H -2.893 -0.312 3.948 0.0818
H -1.691 -0.950 5.090 0.0875
H -2.183 -1.874 3.667 0.0409
H -0.489 1.775 2.749 0.0708
H 0.201 1.228 4.287 0.0695
H -1.537 1.556 4.150 0.0802
H -1.155 -3.649 3.443 0.0795
H -0.750 -4.456 1.925 0.0806
H -1.732 -3.011 1.880 0.0749
H 1.489 -3.654 3.759 0.0832
H 2.407 -2.932 2.435 0.0680
H 1.499 -4.413 2.152 0.0792
H -2.269 -0.811 0.734 0.0848
H -1.461 0.182 -0.479 0.0662
H -1.700 0.822 1.124 0.0664
H 0.069 -2.130 -0.552 0.0857
H 1.581 -1.456 0.072 0.0739
H 0.596 -0.503 -1.026 0.0800
C -5.594 -0.231 -3.989 -0.1114
N -4.230 0.252 -4.054 -0.3208
C -4.001 1.454 -3.265 -0.1234
P -2.830 -0.686 -4.275 0.5982
O -2.320 -1.005 -2.922 -0.2913
N -3.095 -2.260 -4.922 -0.3029
C -4.321 -2.700 -5.553 -0.1417
C -2.459 -3.363 -4.208 -0.1360
N -2.341 -0.005 -5.706 -0.3139
C -3.089 0.949 -6.508 -0.0997
C -1.207 -0.617 -6.388 -0.1134
H -6.271 0.550 -4.350 0.0848
H -5.901 -0.506 -2.972 0.0907
H -5.760 -1.085 -4.631 0.0363
H -3.320 2.138 -3.781 0.0732
H -3.574 1.233 -2.281 0.0708
H -4.942 1.985 -3.117 0.0829
H -5.110 -2.933 -4.828 0.0771
H -4.130 -3.608 -6.131 0.0809
H -4.696 -1.959 -6.263 0.0771
H -3.037 -3.695 -3.337 0.0844
H -1.467 -3.085 -3.865 0.0658
H -2.350 -4.208 -4.893 0.0799
H -3.951 0.483 -6.993 0.0812
H -2.435 1.348 -7.285 0.0817
H -3.434 1.802 -5.929 0.0639
H -1.542 -1.305 -7.170 0.0862
H -0.588 -1.176 -5.688 0.0774
H -0.571 0.148 -6.838 0.0806
O 3.704 6.203 4.305 -0.4470
P 3.607 4.740 4.515 0.7002
C 2.762 3.819 3.195 -0.3474
O 2.849 2.424 3.381 -0.2046
C 4.035 1.846 2.806 -0.1942
C 4.875 1.057 3.816 -0.1927
N 6.185 1.625 4.197 -0.1069
P 7.280 1.816 2.961 0.3287
O 7.217 0.743 1.979 -0.2330
O 8.716 1.888 3.669 -0.1068
O 7.088 3.254 2.258 -0.1248
H 2.941 4.356 5.692 0.0252
H 4.896 4.163 4.596 -0.0057
H 1.705 4.087 3.297 0.1021
H 3.079 4.162 2.206 0.1079
H 3.688 1.132 2.054 0.1234
H 4.587 2.620 2.269 0.1025
H 4.285 1.003 4.733 0.1254
H 5.024 0.048 3.446 0.1146
H 6.087 2.443 4.787 0.0647
H 8.817 2.666 4.228 0.0745
H 7.064 4.007 2.859 0.0730
```

Calculated values
DFT total energy (hartree): -2875.1831
Energy relative to the best compared isomer or geometry (same formula, charge and spin) (kJ/mol): 0.0
Net charge: 0
HOMO (eV): -7.987
2S+1: 1
SMILES string: CN(C)P(=O)(N(C)C)N(C)C.CN(C)P(=O)(N(C)C)N(C)C.O=[PH2]COCCNP(=O)(O)O

Entry 6:
ORCA calculation (ωB97M-V with the def2-TZVPD basis set) on a cluster of 2 separate species, C2H2IN4 in total at a distorted geometry.

XYZ file:
```
9
Properties=species:S:1:pos:R:3:lowdin_spin:R:1
C 0.454 -0.339 0.122 0.6929
C -1.459 0.717 -0.693 0.8019
N 1.459 -0.418 -0.700 0.0744
N 0.727 -0.544 1.377 0.0727
N 2.456 -0.804 0.110 0.0485
N 2.026 -0.847 1.324 0.0457
I -3.017 0.488 0.679 0.1708
H -1.767 0.220 -1.520 0.0434
H -0.879 1.526 -0.699 0.0498
```

Calculated values
⟨S²⟩: 2.01
DFT total energy (hartree): -593.9354
Net charge: -1
HOMO (alpha / beta) (eV): -2.998 / -4.961
2S+1: 3

Entry 7:
ORCA calculation (ωB97M-V with the def2-TZVPD basis set) on a structure of composition C7H23BeNO7S2 at a distorted geometry.

XYZ file:
```
41
Properties=species:S:1:pos:R:3:lowdin_spin:R:1
Be -2.304 -3.133 -4.319 0.5957
N -3.665 -1.945 -0.612 -0.0010
H -3.871 -1.204 -1.266 -0.0004
H -2.851 -2.448 -0.937 -0.0008
H -4.493 -2.514 -0.712 0.0002
H -3.540 -1.599 0.328 0.0000
C -0.203 -1.966 -1.728 0.0188
O -1.237 -2.838 -2.099 0.3629
H -0.493 -0.916 -1.681 0.0015
H 0.070 -2.223 -0.705 0.0202
H 0.698 -2.001 -2.341 0.0014
O 3.432 1.543 -0.229 0.0000
S 4.376 0.660 0.468 0.0000
O 5.061 1.123 1.659 0.0000
O 3.726 -0.920 0.707 0.0000
C 3.086 -1.220 1.933 0.0000
C 1.649 -0.724 1.939 0.0005
C 5.680 0.168 -0.715 0.0000
H 3.543 -0.545 2.658 0.0000
H 3.149 -2.287 2.145 0.0000
H 1.107 -1.060 2.823 0.0000
H 1.055 -1.181 1.147 0.0005
H 1.607 0.364 1.985 0.0000
H 6.323 -0.495 -0.136 0.0000
H 6.199 0.962 -1.253 0.0000
H 5.299 -0.391 -1.569 0.0000
O -3.527 0.387 1.453 0.0000
S -3.391 1.792 1.374 0.0000
O -3.933 2.712 2.403 0.0000
O -1.860 2.113 0.958 0.0000
C -1.269 1.140 0.134 0.0001
C -0.003 1.786 -0.420 0.0000
C -4.250 2.395 -0.216 0.0000
H -1.839 0.772 -0.719 0.0002
H -0.976 0.222 0.644 0.0000
H -0.398 2.731 -0.794 0.0000
H 0.451 1.156 -1.185 0.0000
H 0.725 2.144 0.307 0.0000
H -5.197 2.764 0.177 0.0000
H -4.320 1.543 -0.892 0.0000
H -3.620 3.132 -0.714 0.0000
```

Calculated values
⟨S²⟩: 0.77
DFT total energy (hartree): -1672.5900
Net charge: +1
HOMO (alpha / beta) (eV): -12.511 / -12.404
2S+1: 2

Which value of net charge does entry 7 give?
+1

Which of these has the lowest DFT total energy?
C15H47N7O7P4